(1)
{
  "formula": "C43H45F6HfN3O10PS2",
  "method": "wB97M-V/def2-TZVPD",
  "gap_ev": 7.3,
  "e_above_lowest_ev": 1.705,
  "total_energy_ha": -4367.0617,
  "charge": 1,
  "symbols": ["Hf", "C", "C", "O", "C", "C", "O", "C", "C", "O", "C", "C", "O", "H", "H", "H", "H", "H", "H", "H", "H", "H", "H", "H", "H", "H", "H", "H", "H", "F", "C", "F", "F", "S", "O", "O", "N", "S", "O", "O", "C", "F", "F", "F", "N", "P", "C", "C", "C", "C", "C", "C", "C", "C", "C", "C", "C", "C", "C", "C", "C", "C", "C", "C", "H", "H", "H", "H", "H", "H", "H", "H", "H", "H", "H", "H", "H", "H", "H", "C", "C", "C", "C", "C", "C", "N", "C", "C", "C", "C", "C", "C", "C", "O", "O", "C", "C", "H", "H", "H", "H", "H", "H", "H", "H", "H", "H", "H", "H", "H", "H"],
  "coordinates": [[-1.10958, -0.28709, -0.18143], [0.37032, -1.01768, -2.64098], [0.55805, 0.52330, -2.44691], [0.33662, 1.08087, -1.09808], [1.37776, 0.61281, -0.13640], [1.02786, 1.22981, 1.23002], [-0.14940, 0.52358, 1.69188], [-0.09014, -0.49905, 2.72178], [-0.03816, -1.93434, 2.18953], [-0.97053, -2.05274, 1.08302], [-0.85310, -3.22274, 0.20012], [-0.20377, -2.93659, -1.18097], [-0.62911, -1.66109, -1.76052], [1.31388, -1.50022, -2.47320], [0.04190, -1.17327, -3.66424], [-0.11932, 1.06103, -3.08697], [1.57657, 0.74243, -2.74551], [2.34928, 0.93700, -0.48303], [1.89234, -1.23496, 0.35007], [0.76275, 2.28364, 1.18153], [1.86012, 1.08045, 1.90965], [-1.01226, -0.35232, 3.26937], [0.75812, -0.32601, 3.37959], [-0.36099, -2.59721, 2.98745], [0.94919, -2.21697, 1.85861], [-1.85898, -3.58360, 0.06444], [-0.26617, -3.99293, 0.68780], [-0.50868, -3.73097, -1.85702], [0.87373, -2.92873, -1.09482], [-5.79578, -3.19177, -2.05871], [-4.73970, -3.12102, -1.28690], [-5.00109, -3.58441, -0.07677], [-3.72274, -3.80479, -1.82518], [-4.23849, -1.37756, -1.08101], [-2.93279, -1.54274, -0.41002], [-5.25972, -0.68233, -0.38029], [-4.02654, -0.99479, -2.60379], [-3.02710, 0.12165, -3.02869], [-2.11149, 0.50264, -1.92549], [-2.40582, -0.11642, -4.28698], [-4.01413, 1.65592, -3.17811], [-4.89905, 1.50053, -4.13582], [-3.17280, 2.63911, -3.46783], [-4.60936, 1.88385, -2.01561], [1.11456, -0.76663, -0.07493], [4.09505, -1.02898, -1.73443], [5.48430, -1.15271, -0.54728], [5.22084, -0.91756, 0.80067], [6.23430, -0.99800, 1.75326], [7.52473, -1.31003, 1.35448], [7.79969, -1.54728, 0.00970], [6.78708, -1.46863, -0.93458], [4.89036, -0.13581, -3.13007], [5.52530, -0.72568, -4.22408], [6.06002, 0.06105, -5.23998], [5.97386, 1.44525, -5.17527], [5.35928, 2.04761, -4.08390], [4.81365, 1.25970, -3.07635], [3.93646, -2.76055, -2.33618], [3.29441, -3.01962, -3.55313], [3.03570, -4.32239, -3.96388], [3.39333, -5.39384, -3.15244], [4.01456, -5.15285, -1.93500], [4.28155, -3.84707, -1.52677], [4.21052, -0.66281, 1.10950], [6.01599, -0.81429, 2.79910], [8.32083, -1.36366, 2.08753], [8.80886, -1.79591, -0.30113], [7.01042, -1.65051, -1.98151], [5.61383, -1.80416, -4.28648], [6.54697, -0.41222, -6.08562], [6.38095, 2.05408, -5.97541], [5.30076, 3.12892, -4.01986], [4.33247, 1.73804, -2.22503], [3.00970, -2.19497, -4.20001], [2.56441, -4.50158, -4.92471], [3.19166, -6.41123, -3.47073], [4.30778, -5.98359, -1.30108], [4.77620, -3.67676, -0.57682], [-6.18748, 1.06273, 6.63106], [-5.81326, 1.46883, 5.22331], [-6.48308, 0.90152, 4.14444], [-6.17107, 1.26785, 2.84303], [-5.20081, 2.22500, 2.60778], [-4.51530, 2.78844, 3.67673], [-3.54812, 3.80914, 3.46452], [-2.84034, 4.10146, 2.31488], [-2.46835, 5.44141, 2.09920], [-1.83028, 5.84043, 0.94613], [-1.54957, 4.91747, -0.06246], [-1.86306, 3.59447, 0.15596], [-2.45595, 3.15019, 1.35048], [-2.54443, 1.69486, 1.64971], [-2.61842, 1.27475, 2.76801], [-2.46728, 0.84276, 0.58370], [-4.79656, 2.40552, 4.99176], [-4.00356, 2.99960, 6.13074], [-7.07950, 0.43690, 6.62270], [-6.39296, 1.93253, 7.25890], [-5.38645, 0.49425, 7.11325], [-7.26058, 0.16734, 4.32879], [-6.69352, 0.81729, 2.00632], [-4.98055, 2.53722, 1.59017], [-3.58854, 4.55804, 4.13168], [-2.71957, 6.17431, 2.86043], [-1.57239, 6.88592, 0.81405], [-1.10026, 5.23470, -0.99705], [-1.64190, 2.87532, -0.61036], [-2.95173, 3.09914, 5.85404], [-4.05688, 2.37628, 7.02157], [-4.37031, 3.99473, 6.41534]],
  "lowdin_charge": [1.746, -0.102, -0.087, -0.202, -0.405, -0.055, -0.257, -0.084, -0.114, -0.260, -0.083, -0.096, -0.293, 0.063, 0.136, 0.115, 0.124, 0.113, 0.049, 0.140, 0.138, 0.126, 0.146, 0.146, 0.115, 0.110, 0.145, 0.148, 0.110, 0.192, -0.695, 0.173, 0.147, 0.706, -0.382, -0.199, -0.247, 0.685, -0.402, -0.213, -0.691, 0.188, 0.167, 0.168, -0.072, 1.106, -0.388, -0.114, -0.081, -0.075, -0.064, -0.077, -0.380, -0.099, -0.070, -0.077, -0.078, -0.117, -0.379, -0.134, -0.078, -0.084, -0.078, -0.088, 0.077, 0.104, 0.109, 0.110, 0.108, 0.103, 0.109, 0.109, 0.107, 0.093, 0.105, 0.108, 0.107, 0.107, 0.101, -0.051, -0.225, -0.050, -0.063, -0.033, -0.210, 0.112, -0.174, -0.012, -0.072, -0.082, -0.034, -0.074, -0.493, 0.128, -0.192, -0.167, -0.035, 0.075, 0.084, 0.084, 0.108, 0.104, 0.122, 0.131, 0.117, 0.110, 0.105, 0.090, 0.081, 0.068, 0.092]
}

(2)
{
  "formula": "C43H46FeGeN10O2S2",
  "method": "wB97M-V/def2-TZVPD",
  "gap_ev": 7.0,
  "total_energy_ha": -6500.8866,
  "charge": 2,
  "symbols": ["Fe", "N", "N", "C", "N", "S", "H", "H", "H", "H", "H", "N", "C", "C", "C", "C", "C", "C", "S", "N", "C", "C", "C", "C", "C", "C", "N", "H", "H", "H", "H", "H", "H", "H", "H", "H", "C", "N", "C", "N", "C", "N", "C", "N", "C", "C", "H", "H", "H", "H", "H", "H", "H", "H", "H", "H", "H", "H", "O", "C", "O", "C", "C", "C", "C", "C", "C", "H", "H", "H", "H", "H", "C", "Ge", "C", "C", "C", "C", "C", "C", "C", "C", "C", "C", "C", "C", "C", "C", "C", "C", "H", "H", "H", "H", "H", "H", "H", "H", "H", "H", "H", "H", "H", "H", "H"],
  "coordinates": [[-1.12533, 0.00650, -0.36867], [-0.72817, 1.02809, 1.35400], [-1.83840, 1.33630, 2.15779], [-3.06872, 0.94169, 1.78925], [-4.06219, 1.19867, 2.63943], [-3.36990, 0.18568, 0.30502], [-0.08565, 0.44049, 1.89041], [-0.21459, 1.88558, 1.17622], [-1.64841, 1.72180, 3.07377], [-3.92679, 1.69000, 3.50749], [-4.99871, 0.93283, 2.38575], [-2.05357, -3.95241, 0.53869], [-1.91329, -4.34290, 1.89063], [-2.27840, -5.61985, 2.27785], [-2.14614, -6.00864, 3.60415], [-1.64541, -5.12019, 4.54046], [-1.27617, -3.83981, 4.14772], [-1.41518, -3.45298, 2.82634], [-0.94628, -1.81077, 2.37010], [-1.16289, -1.77264, 0.67434], [-1.67584, -2.76126, 0.02707], [-1.82179, -2.55660, -1.43676], [-2.27443, -3.53125, -2.30791], [-2.21399, -3.29842, -3.67379], [-1.66337, -2.11355, -4.11728], [-1.27064, -1.17466, -3.17738], [-1.38787, -1.35629, -1.86368], [-2.38050, -4.66022, -0.09364], [-2.67081, -6.31347, 1.54334], [-2.43613, -7.00719, 3.89911], [-1.54049, -5.41655, 5.57458], [-0.88555, -3.13951, 4.87678], [-2.66835, -4.47284, -1.95444], [-2.56698, -4.04483, -4.37191], [-1.54643, -1.90276, -5.17048], [-0.83751, -0.23903, -3.48918], [-0.08101, 2.16025, -2.42499], [-0.23874, 3.38128, -3.18500], [-0.43858, 4.49873, -2.26278], [-1.62651, 4.28912, -1.43000], [-1.45682, 3.05588, -0.69642], [-1.27674, 1.84837, -1.57177], [-2.47983, 1.83028, -2.47840], [-2.63460, 3.05101, -3.23566], [-1.42783, 3.27050, -4.03447], [-2.79518, 4.16729, -2.30604], [0.78823, 2.23552, -1.77282], [0.08869, 1.33646, -3.11561], [-0.55872, 5.41941, -2.83265], [0.43898, 4.59867, -1.62056], [-2.32550, 2.88573, -0.05989], [-0.55492, 3.17348, -0.09221], [-3.36217, 1.66333, -1.86384], [-2.37633, 1.00264, -3.17581], [-1.54053, 4.18789, -4.61130], [-1.29912, 2.43806, -4.72956], [-3.68669, 4.00415, -1.69792], [-2.91942, 5.09278, -2.86721], [1.70235, -0.80970, 1.02843], [1.70471, -0.69833, -0.26092], [0.85895, 0.02872, -0.81052], [2.68628, -1.45486, -1.06341], [3.44855, -2.46914, -0.48731], [4.37602, -3.15543, -1.25181], [4.55183, -2.82189, -2.58839], [3.79222, -1.81280, -3.16814], [2.85383, -1.13480, -2.41025], [3.30361, -2.73598, 0.55087], [4.96529, -3.94614, -0.80788], [5.28493, -3.35137, -3.18230], [3.93829, -1.55542, -4.20842], [2.26291, -0.33792, -2.84209], [2.68963, -2.34381, 3.33352], [2.84674, -0.59788, 2.51207], [1.85282, 0.82538, 3.38856], [1.00088, 0.59888, 4.46829], [0.28224, 1.64436, 5.03820], [0.41554, 2.93217, 4.53409], [1.27374, 3.17669, 3.46602], [1.99080, 2.12930, 2.90377], [4.54804, 0.03428, 1.85680], [4.63738, 0.66720, 0.64262], [5.86851, 1.15876, 0.16046], [6.99653, 1.01081, 0.91236], [6.94781, 0.39034, 2.18440], [8.11111, 0.26150, 2.98258], [8.05064, -0.30832, 4.22011], [6.81684, -0.77491, 4.72150], [5.68258, -0.67244, 3.96912], [5.71095, -0.09608, 2.67432], [3.58725, -2.93481, 3.15781], [1.82516, -2.85143, 2.90588], [2.54500, -2.25917, 4.41080], [0.88978, -0.40074, 4.87378], [-0.36143, 1.45918, 5.88858], [-0.12141, 3.75183, 4.99511], [1.40620, 4.18594, 3.09661], [2.68541, 2.33545, 2.09475], [3.76321, 0.79671, 0.01633], [5.91110, 1.64440, -0.80529], [7.94944, 1.37675, 0.55022], [9.05099, 0.63221, 2.59285], [8.94311, -0.39886, 4.82396], [6.77270, -1.21355, 5.70943], [4.74687, -1.03209, 4.38547]],
  "lowdin_charge": [0.277, 0.009, -0.007, -0.777, 0.137, 0.845, 0.030, 0.093, 0.142, 0.126, 0.115, 0.149, -0.224, -0.002, -0.052, -0.060, -0.091, -0.428, 1.047, -0.283, -0.324, -0.162, 0.026, -0.009, -0.002, -0.083, 0.066, 0.130, 0.124, 0.118, 0.117, 0.110, 0.119, 0.129, 0.126, 0.091, -0.169, -0.075, -0.149, -0.075, -0.180, -0.111, -0.182, -0.077, -0.145, -0.145, 0.124, 0.105, 0.136, 0.132, 0.110, 0.116, 0.080, 0.105, 0.136, 0.132, 0.135, 0.136, -0.134, -0.479, -0.025, -0.148, -0.010, -0.043, -0.045, -0.049, -0.007, 0.103, 0.116, 0.117, 0.114, 0.114, -0.172, 0.992, -0.274, -0.110, -0.083, -0.079, -0.069, -0.103, -0.210, -0.100, -0.054, -0.008, -0.154, -0.016, -0.056, -0.056, -0.049, -0.170, 0.041, 0.011, 0.036, 0.096, 0.113, 0.114, 0.115, 0.107, 0.094, 0.111, 0.123, 0.121, 0.114, 0.113, 0.084]
}

(3)
{
  "formula": "C43H47AsN3O7PS6Si2Tl",
  "method": "wB97M-V/def2-TZVPD",
  "gap_ev": [6.0, 4.8],
  "e_above_lowest_ev": 2.212,
  "total_energy_ha": -8075.4777,
  "charge": -1,
  "symbols": ["Tl", "O", "N", "O", "C", "C", "C", "C", "C", "C", "N", "C", "C", "N", "C", "C", "C", "C", "H", "H", "H", "H", "H", "H", "H", "O", "S", "O", "O", "C", "C", "C", "C", "C", "C", "P", "C", "C", "C", "C", "C", "C", "C", "C", "C", "C", "C", "C", "H", "H", "H", "H", "H", "H", "H", "H", "H", "H", "H", "H", "H", "H", "O", "C", "S", "C", "C", "S", "S", "S", "C", "Si", "C", "C", "As", "Si", "C", "C", "C", "H", "H", "H", "H", "H", "H", "H", "H", "H", "H", "H", "H", "H", "H", "H", "H", "H", "H", "O", "S", "C", "C", "C", "C", "H", "H", "H", "H", "H", "H", "H", "H"],
  "coordinates": [[-0.53357, 0.17948, -0.16503], [-1.22215, -3.28392, 6.96756], [-1.22943, -2.07187, 7.05041], [-1.32441, -1.45810, 8.09495], [-1.12379, -1.28447, 5.79970], [-1.63152, -0.02333, 5.85394], [-1.58022, 0.82003, 4.70990], [-2.02617, 2.15302, 4.75493], [-1.91661, 2.92989, 3.63656], [-1.38202, 2.35556, 2.47377], [-1.00048, 1.09810, 2.40078], [-1.07808, 0.33364, 3.49619], [-0.62455, -1.06154, 3.41399], [-0.32397, -1.53889, 2.23473], [0.12521, -2.88432, 2.09186], [0.41754, -3.61559, 3.33486], [0.10662, -3.10755, 4.53626], [-0.55922, -1.83933, 4.62712], [-2.07620, 0.32913, 6.77367], [-2.43000, 2.54737, 5.68029], [-2.22375, 3.96630, 3.63593], [-1.24569, 2.94126, 1.57296], [-0.58796, -3.42372, 1.45675], [0.91951, -4.57131, 3.26414], [0.35454, -3.64935, 5.43521], [1.97152, 2.65220, 2.23741], [1.84682, 2.16578, 0.88198], [2.01805, 0.71711, 0.73312], [0.65404, 2.65516, 0.17011], [3.15874, 2.87400, -0.09697], [4.08261, 3.71608, 0.49714], [5.04116, 4.34282, -0.28686], [5.07196, 4.11768, -1.65492], [4.14472, 3.26832, -2.24480], [3.16856, 2.63794, -1.48385], [1.89143, 1.52943, -2.25616], [1.17062, 2.64024, -3.52029], [0.64499, 2.12018, -4.70403], [-0.07395, 2.92371, -5.57676], [-0.30970, 4.25648, -5.26344], [0.18573, 4.77904, -4.07535], [0.91930, 3.97832, -3.21048], [2.99398, 0.41790, -3.22742], [3.47926, 0.62708, -4.51686], [4.25050, -0.33991, -5.14777], [4.55430, -1.52734, -4.49686], [4.09800, -1.73793, -3.20243], [3.32260, -0.77334, -2.57541], [4.03282, 3.87251, 1.56717], [5.75907, 5.01372, 0.16859], [5.81680, 4.61055, -2.26813], [4.18148, 3.09585, -3.31455], [0.79209, 1.07766, -4.95067], [-0.45567, 2.50061, -6.49896], [-0.88434, 4.88042, -5.93688], [0.00376, 5.81655, -3.82190], [1.28364, 4.38676, -2.27447], [3.23988, 1.54175, -5.04593], [4.60602, -0.16832, -6.15662], [5.12846, -2.29244, -5.00478], [4.32829, -2.66241, -2.68710], [2.95173, -0.94041, -1.56717], [-0.14694, -1.62026, -9.03044], [-0.50103, -1.68810, -7.87974], [-2.20832, -1.70951, -7.31792], [-2.03668, -1.86459, -5.63598], [-0.73735, -1.89464, -5.26212], [-0.08621, -2.05894, -3.65110], [0.58073, -1.78439, -6.47925], [-1.52778, -2.35666, -2.36552], [2.07561, -6.43201, 1.49128], [1.52945, -5.18275, 0.19281], [-0.23365, -5.66181, -0.19893], [2.55560, -5.39925, -1.35241], [1.69087, -2.87765, 0.73124], [3.71979, -2.93547, 1.98511], [4.43697, -1.21222, 1.90694], [3.66624, -3.47757, 3.77542], [4.93645, -4.07717, 1.12031], [2.15472, -7.41097, 1.00833], [1.33231, -6.51838, 2.28859], [3.03624, -6.20913, 1.95815], [-0.27385, -6.74085, -0.37359], [-0.59597, -5.14981, -1.09215], [-0.92646, -5.43254, 0.61562], [2.44158, -6.40769, -1.76003], [3.61768, -5.22310, -1.16838], [2.22770, -4.68401, -2.11158], [3.65202, -0.45402, 1.87527], [5.03408, -1.09322, 0.99811], [5.07974, -1.01012, 2.76847], [2.96878, -2.88219, 4.36730], [4.66960, -3.33445, 4.18769], [3.39541, -4.53004, 3.89320], [5.20723, -3.68952, 0.13402], [4.56020, -5.09114, 0.98229], [5.84958, -4.13124, 1.72042], [-3.26327, 1.07594, 0.06596], [-3.98324, 1.63762, -1.13672], [-4.32138, 0.25281, -2.25865], [-3.90131, 0.70890, -3.64957], [-2.54896, 1.38132, -3.43872], [-2.74940, 2.36303, -2.28830], [-5.37039, -0.02686, -2.16533], [-3.68655, -0.56111, -1.90364], [-4.62774, 1.42782, -4.04550], [-3.82512, -0.12971, -4.34236], [-2.17615, 1.87460, -4.33586], [-1.82020, 0.61969, -3.15280], [-3.16986, 3.31170, -2.62594], [-1.85367, 2.56474, -1.69798]],
  "lowdin_charge": [0.777, 0.073, -0.340, 0.070, -0.086, 0.058, -0.135, -0.003, -0.021, -0.108, 0.085, -0.126, -0.144, 0.053, -0.538, -0.095, -0.026, -0.046, 0.126, 0.118, 0.109, 0.104, 0.088, 0.082, 0.108, -0.317, 0.367, -0.486, -0.471, -0.257, -0.058, -0.083, -0.083, -0.082, -0.311, 1.099, -0.356, -0.111, -0.095, -0.100, -0.090, -0.088, -0.358, -0.103, -0.088, -0.091, -0.085, -0.110, 0.108, 0.099, 0.099, 0.103, 0.089, 0.110, 0.096, 0.098, 0.106, 0.099, 0.102, 0.099, 0.092, 0.073, -0.097, -1.037, 0.863, -0.573, -1.137, 0.324, 0.860, 0.048, -0.220, 0.286, -0.213, -0.219, 1.043, 0.308, -0.216, -0.215, -0.226, 0.033, 0.021, 0.004, 0.035, 0.008, 0.023, 0.035, 0.009, 0.025, -0.001, 0.034, 0.030, 0.020, 0.033, 0.022, 0.026, -0.005, 0.036, -0.661, 0.919, -0.324, -0.229, -0.233, -0.310, 0.086, 0.046, 0.113, 0.091, 0.100, 0.076, 0.086, 0.071]
}